No. 1
{
  "formula": "C3H7N2O2S",
  "method": "ωB97M-V with the def2-TZVPD basis set",
  "symbols": ["C", "C", "C", "N", "N", "O", "O", "S", "H", "H", "H", "H", "H", "H", "H"],
  "xyz": [[-0.068, 0.730, 0.061], [-0.181, -1.691, 0.048], [1.454, -1.642, 0.295], [-0.466, -0.362, 0.062], [-2.318, 2.449, -0.241], [2.333, 0.324, -1.305], [2.721, 0.464, 1.090], [1.887, 0.101, 0.024], [-0.511, -2.191, -0.894], [-0.659, -2.150, 0.818], [1.626, -1.762, 1.325], [1.934, -2.148, -0.541], [-2.415, 2.544, -1.275], [-2.642, 1.997, 0.549], [-2.696, 3.337, -0.013]],
  "forces_ev_per_angstrom": [[0.225, -0.085, 0.226], [2.510, -1.077, -2.359], [-3.129, 0.799, -2.099], [-1.701, 2.698, -0.346], [1.701, 2.999, -2.232], [-1.135, 0.074, -0.054], [-0.376, 0.885, 1.464], [2.513, -0.478, -1.625], [0.564, 0.520, 0.556], [-1.169, -1.597, 2.395], [0.873, -0.966, 1.036], [0.615, -0.512, 0.764], [-0.462, -2.125, 1.370], [-1.291, -2.884, 0.456], [0.262, 1.748, 0.447]],
  "gap_ev": [5.8, 5.8],
  "homo_ev": [-13.6, -13.6],
  "e_above_lowest_kj_mol": 546.7,
  "lumo_ev": [-7.74, -7.74],
  "charge": 1
}


No. 2
{
  "formula": "C2H4FNO",
  "method": "ωB97M-V with the def2-TZVPD basis set",
  "symbols": ["C", "C", "N", "O", "F", "H", "H", "H", "H"],
  "xyz": [[0.564, -1.145, -1.048], [-0.208, 1.034, 0.629], [-0.762, -0.158, 0.075], [1.620, -0.707, -1.283], [0.007, -2.255, -1.437], [0.458, 0.890, 1.486], [0.313, 1.594, -0.145], [-1.071, 1.628, 0.952], [-0.922, -0.881, 0.770]],
  "forces_ev_per_angstrom": [[-2.453, 3.020, 3.208], [0.369, 0.285, 0.347], [1.910, -3.121, -3.114], [-0.152, -0.365, -0.333], [-0.007, -0.087, -0.114], [0.067, 0.063, -0.090], [0.030, 0.070, 0.016], [0.172, 0.109, 0.015], [0.064, 0.025, 0.066]],
  "gap_ev": [10.1, 10.1],
  "homo_ev": [-9.6, -9.6],
  "e_above_lowest_kj_mol": 240.8,
  "lumo_ev": [0.50, 0.50]
}


No. 3
{
  "formula": "C43H115NO14",
  "method": "ωB97M-V with the def2-TZVPD basis set",
  "symbols": ["C", "C", "C", "O", "C", "N", "H", "H", "H", "H", "H", "H", "H", "H", "H", "H", "H", "C", "C", "C", "O", "H", "H", "H", "H", "H", "H", "H", "H", "C", "C", "C", "O", "H", "H", "H", "H", "H", "H", "H", "H", "C", "C", "C", "O", "H", "H", "H", "H", "H", "H", "H", "H", "C", "C", "C", "O", "H", "H", "H", "H", "H", "H", "H", "H", "C", "C", "C", "O", "H", "H", "H", "H", "H", "H", "H", "H", "C", "C", "C", "O", "H", "H", "H", "H", "H", "H", "H", "H", "C", "C", "C", "O", "H", "H", "H", "H", "H", "H", "H", "H", "C", "C", "C", "O", "H", "H", "H", "H", "H", "H", "H", "H", "C", "C", "C", "O", "H", "H", "H", "H", "H", "H", "H", "H", "C", "C", "C", "O", "H", "H", "H", "H", "H", "H", "H", "H", "C", "C", "C", "O", "H", "H", "H", "H", "H", "H", "H", "H", "C", "C", "C", "O", "H", "H", "H", "H", "H", "H", "H", "H", "C", "C", "C", "O", "H", "H", "H", "H", "H", "H", "H", "H"],
  "xyz": [[-2.230, -6.340, -3.185], [-1.630, -5.362, -2.184], [-0.465, -6.031, -1.399], [-0.280, -5.251, -0.256], [1.004, -5.530, 0.366], [-1.061, -4.229, -2.885], [-2.901, -5.816, -3.857], [-2.789, -7.090, -2.638], [-1.458, -6.778, -3.835], [-2.400, -5.159, -1.431], [0.400, -6.005, -2.034], [-0.563, -7.090, -1.084], [1.753, -5.269, -0.412], [1.056, -6.573, 0.680], [1.061, -4.989, 1.334], [-1.712, -3.653, -3.329], [-0.512, -3.564, -2.322], [-3.588, 1.728, -1.530], [-3.638, 1.759, -0.046], [-4.175, 3.049, 0.539], [-4.531, 0.634, 0.308], [-2.964, 0.888, -1.862], [-3.211, 2.661, -1.928], [-4.606, 1.477, -1.844], [-2.674, 1.471, 0.361], [-3.525, 3.817, 0.152], [-4.219, 3.166, 1.625], [-5.185, 3.286, 0.168], [-4.541, 0.383, 1.245], [2.094, -2.504, 5.571], [0.975, -3.327, 4.898], [1.532, -4.546, 4.218], [-0.083, -3.747, 5.857], [2.758, -2.013, 4.881], [2.664, -3.112, 6.305], [1.652, -1.753, 6.219], [0.428, -2.677, 4.243], [0.714, -5.111, 3.774], [2.043, -5.155, 4.987], [2.231, -4.237, 3.465], [0.412, -4.351, 6.422], [-1.457, 6.464, 1.380], [-1.054, 5.166, 2.081], [-0.728, 3.974, 1.211], [0.017, 5.398, 3.022], [-0.634, 6.924, 0.765], [-1.733, 7.168, 2.132], [-2.296, 6.429, 0.693], [-1.967, 4.942, 2.667], [-0.639, 3.045, 1.780], [0.232, 4.157, 0.749], [-1.417, 3.968, 0.407], [0.819, 5.563, 2.448], [-4.170, -2.622, -1.066], [-5.010, -2.723, -2.263], [-4.784, -1.501, -3.174], [-4.682, -3.902, -3.078], [-4.215, -1.714, -0.452], [-3.146, -2.707, -1.454], [-4.323, -3.485, -0.388], [-6.057, -2.828, -1.987], [-4.537, -0.647, -2.558], [-5.668, -1.290, -3.752], [-3.957, -1.582, -3.859], [-4.969, -4.647, -2.515], [-1.402, 3.769, -4.238], [-0.103, 4.353, -4.731], [-0.253, 5.581, -5.626], [0.720, 4.638, -3.589], [-2.073, 3.418, -4.976], [-1.828, 4.580, -3.666], [-1.173, 2.905, -3.610], [0.450, 3.623, -5.390], [-0.787, 5.320, -6.555], [0.724, 5.982, -5.881], [-0.853, 6.365, -5.117], [1.222, 3.806, -3.441], [3.985, -2.487, -0.159], [4.507, -1.188, 0.557], [5.779, -0.639, -0.010], [3.559, -0.077, 0.357], [3.721, -2.182, -1.185], [3.109, -2.913, 0.326], [4.745, -3.250, -0.215], [4.565, -1.375, 1.659], [5.964, 0.235, 0.602], [5.670, -0.357, -1.048], [6.668, -1.284, 0.088], [2.707, -0.316, 0.841], [2.605, 3.922, 5.398], [2.565, 3.083, 4.155], [3.330, 1.798, 4.195], [1.204, 2.669, 3.839], [2.325, 3.286, 6.252], [1.904, 4.712, 5.153], [3.598, 4.339, 5.669], [2.935, 3.651, 3.284], [3.050, 1.208, 3.308], [3.024, 1.197, 5.066], [4.407, 1.927, 4.215], [0.741, 3.414, 3.406], [2.979, 3.534, 0.505], [4.310, 3.435, -0.268], [5.472, 3.620, 0.694], [4.341, 2.136, -0.891], [2.905, 2.666, 1.220], [2.116, 3.401, -0.151], [2.876, 4.466, 1.098], [4.410, 4.221, -1.053], [6.334, 3.136, 0.233], [5.142, 3.047, 1.590], [5.704, 4.681, 0.873], [4.045, 1.485, -0.208], [-1.730, -1.472, -6.445], [-1.131, -0.250, -5.813], [-0.648, -0.514, -4.432], [0.000, 0.261, -6.609], [-1.009, -2.312, -6.429], [-2.010, -1.315, -7.493], [-2.614, -1.769, -5.825], [-1.880, 0.550, -5.896], [-0.423, 0.387, -3.834], [0.326, -1.040, -4.419], [-1.338, -1.135, -3.889], [-0.318, 0.301, -7.511], [-1.035, 0.289, 5.789], [-1.193, 0.103, 4.268], [-1.858, 1.284, 3.635], [0.092, -0.192, 3.679], [-2.044, 0.408, 6.200], [-0.478, 1.227, 5.984], [-0.518, -0.553, 6.218], [-1.799, -0.782, 4.082], [-1.224, 2.210, 3.828], [-2.877, 1.500, 4.028], [-1.960, 1.163, 2.592], [0.627, 0.617, 3.781], [-4.063, -4.359, 2.817], [-2.827, -3.480, 3.223], [-2.127, -2.954, 2.002], [-3.243, -2.369, 4.031], [-3.801, -4.893, 1.905], [-4.848, -3.683, 2.484], [-4.358, -5.041, 3.604], [-2.221, -4.163, 3.824], [-2.843, -2.294, 1.503], [-1.908, -3.695, 1.246], [-1.244, -2.406, 2.290], [-3.642, -2.699, 4.834], [0.392, 0.783, -0.030], [0.174, -0.612, 0.417], [0.175, -1.593, -0.694], [1.178, -0.902, 1.417], [-0.311, 1.119, -0.858], [1.442, 0.942, -0.364], [0.308, 1.455, 0.831], [-0.815, -0.705, 0.926], [1.088, -1.472, -1.323], [-0.683, -1.448, -1.318], [0.131, -2.611, -0.378], [0.763, -0.671, 2.280], [3.792, 1.793, -4.760], [2.582, 1.437, -3.883], [2.726, 0.151, -3.082], [2.383, 2.503, -2.980], [4.686, 1.831, -4.134], [3.603, 2.709, -5.342], [3.975, 0.947, -5.399], [1.685, 1.412, -4.496], [3.723, 0.083, -2.610], [2.706, -0.699, -3.727], [1.930, 0.005, -2.348], [3.124, 2.464, -2.312]],
  "forces_ev_per_angstrom": [[0.410, 0.360, -0.277], [0.791, -1.266, 0.332], [-0.958, -0.014, -0.103], [1.134, 0.293, 1.393], [-1.115, 0.481, -0.298], [1.604, 0.197, 0.846], [-0.297, 0.134, -0.022], [-0.045, -0.399, -0.097], [-0.135, -0.084, 0.376], [-0.034, 0.472, -0.008], [0.742, 0.145, -0.528], [-0.637, 0.256, -0.355], [0.119, -0.174, 0.971], [0.143, -0.325, -0.441], [0.110, 0.278, -0.980], [-1.620, 0.626, -0.958], [-0.284, -0.921, 0.103], [-0.228, -0.688, -0.347], [-1.051, -1.540, 2.019], [-0.321, 0.430, -0.488], [0.034, 0.051, -0.278], [0.035, 0.290, -0.005], [-0.061, 0.126, -0.321], [0.111, 0.524, -0.358], [0.400, 0.449, 0.214], [0.194, 0.659, 0.013], [0.273, -0.510, -0.027], [0.281, -0.331, -0.049], [0.392, 0.575, -0.308], [-0.861, -0.694, 1.358], [-0.432, 0.235, 1.211], [-0.391, -0.130, 0.638], [1.654, 0.355, -0.655], [0.258, 0.009, -0.426], [-0.014, -0.033, -0.678], [-0.232, 0.377, -0.195], [-0.131, 0.258, -0.614], [0.077, -0.194, -0.095], [-0.102, 0.049, -0.483], [0.493, -0.043, -0.466], [-0.395, -0.130, 0.352], [1.515, 0.357, -1.164], [-1.181, 0.072, 0.475], [0.783, 0.864, 0.503], [0.909, 0.033, -1.178], [-0.452, -0.502, 0.640], [-0.056, 0.622, 0.621], [-0.255, -0.648, -0.027], [0.680, -0.234, 0.229], [-0.416, 0.153, -0.210], [0.484, 0.000, -0.242], [-0.811, -0.652, -0.728], [-1.128, -0.082, 0.949], [1.664, -1.017, 1.322], [-0.450, 0.358, -2.080], [-0.491, -0.174, 0.691], [-0.383, 0.166, 1.376], [-0.429, -0.031, -0.487], [0.177, 0.042, 0.395], [0.068, 0.280, -0.215], [-0.276, 0.286, -0.088], [-0.276, 0.278, 0.179], [-0.315, 0.171, -0.290], [0.419, -0.618, -0.228], [0.327, 0.210, -0.613], [0.878, 0.070, 0.658], [1.286, -0.560, -1.149], [-0.839, 0.223, 0.507], [-0.148, -0.392, -0.676], [-0.701, -0.065, -1.057], [-0.606, -0.055, 0.460], [-0.069, 0.178, 0.260], [-0.472, 0.235, 0.655], [0.203, 0.015, 0.310], [0.066, 0.066, 0.009], [0.392, -0.286, -0.225], [0.063, 0.638, 0.381], [0.051, 1.573, -0.045], [-1.517, -0.611, -0.080], [0.879, -0.345, 0.708], [-0.494, -1.391, 1.024], [0.002, -0.244, 0.257], [-0.122, 0.159, 0.080], [0.423, -0.213, 0.069], [0.215, 0.119, -0.750], [0.394, 0.494, -0.223], [-0.131, 0.135, -0.228], [-0.508, -0.046, 0.013], [0.821, 0.173, -0.539], [0.333, -0.225, 0.342], [0.063, -0.428, -1.238], [-0.181, -0.972, 0.054], [0.111, 0.551, -0.008], [-0.392, 0.471, -0.203], [-0.173, 0.411, 0.848], [-0.479, -0.186, -0.589], [-0.080, 0.076, 0.319], [0.311, 0.130, 0.123], [0.130, 0.163, -0.071], [0.133, 0.103, 0.049], [0.211, -0.199, 0.502], [-0.135, -0.367, 0.305], [-0.531, 0.420, -0.018], [-0.326, -0.755, -0.025], [0.028, 0.918, 0.318], [0.272, 0.737, -0.458], [0.101, 0.295, -0.137], [0.111, -0.383, -0.421], [-0.424, -0.756, 0.217], [0.154, 0.080, 0.251], [0.839, 0.604, -0.072], [-0.234, -0.458, 0.269], [0.120, -0.082, -0.604], [-0.132, -1.146, 0.335], [0.547, 1.117, -1.591], [1.411, 0.473, 1.016], [-0.462, -0.571, 0.866], [-0.296, 0.330, 0.067], [-0.195, 0.068, 0.265], [0.508, 0.105, -0.772], [-0.050, -0.084, 0.643], [-0.443, -0.140, -0.347], [-0.474, -0.044, -0.424], [-0.474, -0.186, 0.329], [0.042, 0.090, -0.265], [-0.265, 0.857, -0.949], [-0.046, -0.789, 0.932], [0.316, 2.047, 1.172], [-0.059, 0.787, 0.281], [0.231, -0.150, 0.221], [-0.158, -0.443, -0.014], [0.058, -0.316, 0.275], [0.144, -0.022, 0.068], [-0.830, -0.978, -0.244], [0.672, -0.345, 0.017], [-0.025, -0.198, -1.413], [-0.024, 0.025, 0.022], [1.001, 1.180, -0.604], [-1.364, -1.587, 0.149], [-0.684, 0.490, 0.083], [0.246, 0.036, -0.564], [0.120, -0.508, 0.135], [-0.407, 0.017, 0.376], [-0.276, -0.005, 0.060], [0.560, 0.327, 0.006], [0.149, 0.385, 0.044], [0.363, -0.505, 0.155], [0.372, 0.214, -0.112], [-0.074, -0.192, 0.265], [0.138, 1.833, -0.985], [-0.755, -0.313, 1.446], [1.464, -0.136, -1.014], [-0.188, -0.397, -0.409], [0.782, -0.364, 0.967], [-0.708, -0.296, -0.169], [-0.292, -0.027, -0.169], [0.460, 0.214, -0.218], [-0.575, -0.154, 0.375], [-0.580, 0.345, -0.504], [0.039, -0.783, 0.567], [0.126, -0.158, -0.198], [-0.511, -0.776, 0.331], [0.490, 0.290, 0.113], [0.709, -0.057, -0.122], [0.400, 0.587, 1.262], [-0.023, 0.533, 0.084], [0.260, -0.370, 0.336], [0.049, -0.224, -0.781], [-0.128, -0.152, -0.174], [-0.483, 0.334, 0.193], [-0.172, -0.746, -0.743], [0.254, 0.384, -0.095], [-0.801, -0.009, -0.543]],
  "gap_ev": 9.6,
  "homo_ev": -9.1,
  "lumo_ev": 0.56
}


Number 1: E_tot -776.198500 Ha. Number 2: E_tot -308.391171 Ha. Number 3: E_tot -2815.374051 Ha.